#A
{"formula": "C3H8NOPS2", "method": "ωB97M-V with the def2-TZVPD basis set", "symbols": ["C", "C", "C", "N", "O", "P", "S", "S", "H", "H", "H", "H", "H", "H", "H", "H"], "coordinates": [[-1.660, 1.098, 1.159], [-2.009, 0.198, -0.026], [2.414, -1.713, -1.077], [-0.266, 0.799, 1.428], [-0.948, 0.329, -0.955], [0.483, 0.383, -0.211], [1.770, 1.547, -1.075], [1.033, -1.626, 0.110], [-1.829, 2.150, 0.894], [-2.264, 0.844, 2.032], [-2.076, -0.842, 0.314], [-2.923, 0.494, -0.539], [3.326, -1.382, -0.592], [2.199, -1.085, -1.938], [2.501, -2.751, -1.381], [0.248, 1.557, 1.859]], "mulliken_charge": [-0.362, -0.461, -0.816, -0.491, -0.315, 0.541, -0.372, -0.108, 0.293, 0.316, 0.276, 0.297, 0.300, 0.289, 0.318, 0.295], "e_homo_ev": -9.06, "gap_ev": 9.7, "smiles": "CS[P@]1(=S)NCCO1", "mol_weight_g_mol": 169.2}

---

#B
{"formula": "C3H8NOPS2", "method": "ωB97M-V with the def2-TZVPD basis set", "symbols": ["C", "C", "C", "N", "O", "P", "S", "S", "H", "H", "H", "H", "H", "H", "H", "H"], "coordinates": [[-0.834, -1.484, 0.545], [-1.056, -1.599, -0.948], [2.734, 1.667, 0.128], [-1.104, -0.113, 0.985], [-1.580, -0.244, -1.361], [-1.270, 0.925, -0.298], [-2.714, 2.162, -0.261], [1.549, 1.955, -1.218], [-1.777, -2.122, 1.086], [0.058, -2.000, 0.935], [-0.114, -1.857, -1.542], [-1.866, -2.344, -1.155], [3.387, 2.444, 0.184], [3.390, 0.796, -0.139], [2.135, 1.683, 1.123], [-0.938, 0.132, 1.935]], "mulliken_charge": [-0.483, -0.155, -0.741, -0.133, -0.335, 0.345, -0.353, -0.172, 0.232, 0.311, 0.239, 0.230, 0.357, 0.245, 0.202, 0.212], "e_homo_ev": [-8.63, -8.15], "gap_ev": [7.3, 6.6], "mol_weight_g_mol": 169.2}

---

Most favorable first, least favorable last: #A, #B

---

#A
{"formula": "C6H16N", "method": "ωB97M-V with the def2-TZVPD basis set", "symbols": ["C", "C", "C", "C", "C", "C", "N", "H", "H", "H", "H", "H", "H", "H", "H", "H", "H", "H", "H", "H", "H", "H", "H"], "coordinates": [[0.550, -0.822, -2.423], [-0.232, 0.040, -1.440], [-0.920, -0.455, -0.316], [0.505, 0.755, -0.325], [-0.394, 2.100, 0.185], [-0.485, 2.194, 1.724], [0.364, -2.976, 1.744], [1.032, -0.127, -3.292], [0.055, -1.766, -2.814], [1.399, -1.466, -2.008], [-0.859, 0.731, -2.012], [-0.436, -1.264, 0.201], [-1.998, -0.369, -0.308], [0.967, 0.410, 0.636], [1.298, 1.236, -0.954], [-1.452, 2.094, -0.186], [0.142, 2.949, -0.153], [-1.048, 1.295, 2.207], [0.703, 2.222, 2.098], [-0.880, 3.151, 1.942], [0.001, -3.644, 2.504], [1.166, -2.608, 2.106], [0.521, -3.678, 0.884]], "mulliken_charge": [-1.336, 0.567, -0.422, -0.620, -0.484, -1.051, -0.776, 0.331, 0.364, 0.320, 0.319, 0.231, 0.308, 0.470, 0.367, 0.346, 0.388, 0.263, 0.275, 0.400, 0.264, 0.214, 0.260], "total_charge": 1, "e_homo_ev": -13.80, "gap_ev": 8.1, "mol_weight_g_mol": 102.2}

---

#B
{"formula": "C6H16N", "method": "ωB97M-V with the def2-TZVPD basis set", "symbols": ["C", "C", "C", "C", "C", "C", "N", "H", "H", "H", "H", "H", "H", "H", "H", "H", "H", "H", "H", "H", "H", "H", "H"], "coordinates": [[1.637, -2.090, 0.722], [1.681, -0.627, 0.392], [1.025, 0.351, 1.127], [0.581, -0.189, -1.443], [-0.370, 0.393, 1.683], [-1.061, 1.683, 1.214], [-2.438, 0.591, -2.306], [1.962, -2.417, 1.727], [2.352, -2.650, 0.089], [0.640, -2.543, 0.602], [2.586, -0.280, -0.144], [1.668, 1.177, 1.500], [0.143, -1.159, -1.242], [1.486, -0.302, -2.017], [-0.012, 0.692, -1.450], [-0.258, 0.363, 2.755], [-0.907, -0.487, 1.390], [-0.485, 2.596, 1.194], [-1.790, 1.853, 2.011], [-1.695, 1.590, 0.324], [-2.816, 0.986, -3.193], [-1.474, 0.878, -2.453], [-2.454, -0.408, -2.484]], "mulliken_charge": [-1.179, -0.478, 0.021, -0.808, -0.284, -1.171, -0.644, 0.360, 0.363, 0.306, 0.612, 0.340, 0.387, 0.309, 0.315, 0.416, 0.280, 0.376, 0.354, 0.357, 0.295, 0.215, 0.254], "total_charge": 1, "e_homo_ev": -13.94, "gap_ev": 8.1, "mol_weight_g_mol": 102.2}

---

Most favorable first, least favorable last: #B, #A